ORCA calculation (wB97M-V/def2-TZVPD) on a molecular structure, C20H10Cl5NORu at a distorted geometry.

The geometry in XYZ format:
```
38
Properties=species:S:1:pos:R:3:forces:R:3
Ru -1.120641 1.112913 1.775041 -0.1594 -0.1847 -0.0228
Cl -3.447037 1.685035 0.748644 -0.4373 0.0868 -0.2327
C -3.627910 0.087808 1.418724 -0.2180 -0.1855 0.1746
C -2.476492 -0.357055 2.069133 0.0288 0.3490 -0.1162
C -2.444936 -1.677223 2.573885 0.0404 -0.2395 0.0305
Cl -0.998976 -2.207176 3.289893 -0.0554 0.0084 -0.0198
C -3.562273 -2.495958 2.480736 0.3378 -0.0144 0.1407
Cl -3.532642 -4.071119 3.114077 -0.0221 0.0543 -0.0207
C -4.724741 -2.002892 1.845947 -0.3739 -0.4329 0.0261
Cl -6.088365 -2.974456 1.721137 0.2991 0.2642 0.0270
C -4.758441 -0.678323 1.283586 -0.0324 0.4963 -0.2429
Cl -6.122132 -0.105184 0.468767 0.1453 -0.0850 0.1126
O -0.521156 1.756354 4.708856 -0.0517 0.0103 0.1126
C -0.874041 1.507848 3.674495 -0.0725 0.0083 0.8573
N 0.161547 1.159497 0.498364 0.2811 -0.0630 -0.6751
C 1.002031 0.804714 -0.419904 0.6601 -0.6309 -0.6283
C 2.003196 1.759266 -0.881228 -0.2584 0.2149 0.3067
C 2.500239 1.727142 -2.191365 -0.0426 -0.0061 -0.1578
C 3.408915 2.682230 -2.603231 0.0367 -0.0056 -0.0037
C 3.835903 3.671183 -1.721685 -0.0546 -0.1200 -0.0428
C 3.316019 3.733757 -0.432070 0.0128 0.0449 0.1518
C 2.399951 2.793914 -0.014167 -0.0519 -0.0305 -0.0707
C 0.933416 -0.576323 -0.954224 -0.2505 0.2358 0.2014
C -0.276444 -1.289249 -0.933232 0.0732 0.0973 0.0057
C -0.329589 -2.597448 -1.366738 -0.0882 0.0604 0.0223
C 0.824220 -3.220655 -1.830673 0.0218 0.0170 0.0022
C 2.026620 -2.528627 -1.849443 0.0810 0.0004 -0.0210
C 2.088913 -1.216679 -1.411994 0.0875 0.0112 0.0862
H 2.138198 0.995217 -2.899902 0.0045 -0.0517 0.0313
H 3.779314 2.666849 -3.618808 0.0175 -0.0187 0.0080
H 4.570814 4.395419 -2.045924 -0.0390 0.0486 -0.0003
H 3.626494 4.518519 0.243929 0.0452 -0.0147 -0.0112
H 1.988593 2.827600 0.985731 0.0962 0.0368 0.0302
H -1.181958 -0.790183 -0.617905 -0.0948 0.0440 -0.0018
H -1.273655 -3.126500 -1.358812 0.0339 -0.0240 -0.0478
H 0.786977 -4.244646 -2.177133 -0.0085 -0.0008 0.0030
H 2.927500 -3.015635 -2.196696 -0.0050 -0.0090 0.0120
H 3.042571 -0.709935 -1.375812 0.0134 0.0284 -0.0267
```
Positions in Å, forces in eV/Å.

Relative energy (zero: lowest compared OMol25 entry of this formula, charge and spin), kcal/mol: 17.4
2S+1: 5
⟨S²⟩: 6.060
Total charge: +2
HOMO level (spin up / spin down), eV: -15.0 / -14.9

Mulliken population analysis, charges in e, atoms 1 to 4: number 1, Ru, carries 0.48; number 2, Cl, carries -0.07; number 3, C, carries 1.25; number 4, C, carries -0.96

ORCA calculation (wB97M-V/def2-TZVPD) on a molecular structure, C20H10F10GaINO15S at a distorted geometry.

The geometry in XYZ format:
```
59
Properties=species:S:1:pos:R:3:forces:R:3
O -2.090656 1.276713 -1.046237 5.0448 1.8037 0.7060
C -0.918180 1.632941 -0.829646 -3.7199 -0.7979 -0.1938
F -0.596476 3.014104 -0.947320 -0.1745 -2.6743 0.3921
N 0.129517 0.690490 -0.407311 -0.3888 2.1244 -1.5424
C 1.181758 0.513941 -1.474577 1.6782 2.5341 -1.6592
O 1.530323 1.442874 -2.259634 -1.9931 -3.3877 2.9040
Ga 2.057414 -1.389674 -1.508728 0.8183 1.3757 -0.3726
I 3.931159 -1.373360 -3.349709 -0.7103 -0.1028 0.6888
C 2.788990 -1.698661 0.393190 0.2305 2.5220 2.8336
O 2.867529 -0.686009 1.161908 -0.3038 -3.9233 -2.9835
C 3.316419 -3.087860 1.013604 1.7456 0.3033 -0.0314
F 4.232191 -2.739215 2.077040 -2.1981 -1.2841 -2.0088
F 4.077298 -3.796317 0.044881 -1.6719 1.3713 1.8500
C 2.176761 -4.071413 1.559419 0.8052 -2.3693 -0.0961
F 1.257789 -4.498312 0.549460 2.2573 1.7369 2.4535
F 2.858372 -5.279126 1.966677 -1.4292 2.6678 -0.6908
C 1.387434 -3.558119 2.856499 -1.8169 0.2259 1.3275
F 2.168163 -3.629337 4.052971 -1.3491 0.3018 -2.7436
F 0.857986 -2.247340 2.750900 1.7008 -2.5370 -0.0759
C 0.103854 -4.535353 3.106534 -1.3442 -3.4938 -0.0302
O 0.148225 -5.771187 2.949112 0.3164 5.0908 0.6182
O -1.134146 -3.904846 3.478544 2.6209 -0.6432 0.0367
S 0.356639 -2.842546 -2.129160 -2.0949 -4.5669 2.1251
O -0.743204 -2.927931 -1.070159 2.6440 0.9788 -2.6604
O 0.940336 -4.199221 -2.473794 -1.0145 3.2413 0.2379
C -0.549512 -2.284677 -3.705039 -1.8525 0.0642 -1.2093
F -1.851783 -2.893568 -3.702231 3.4201 1.4022 -0.4551
F -0.789627 -0.885003 -3.714777 0.9414 -3.2080 -0.3855
F 0.195096 -2.725282 -4.826470 -2.1980 1.5563 2.4022
H 0.557824 0.982386 0.487353 -0.0787 -0.2594 -0.6217
H -1.221026 -3.860811 4.462867 0.0394 -0.1071 -0.9776
C -3.975151 0.514279 4.402418 0.3094 -0.0851 0.1430
C -5.209842 0.049668 4.200022 -0.4872 1.1669 -0.4795
C -5.564837 -1.367158 4.497388 -0.1153 -0.6767 0.0946
O -6.707034 -1.752876 4.318599 0.1845 0.3805 -0.0284
C -4.505475 -2.251414 4.996288 -0.2390 0.0112 -0.0232
C -3.271267 -1.787114 5.194884 0.2652 -1.0908 0.2560
C -2.923038 -0.364156 4.923733 0.1855 0.7790 -0.2309
O -1.788648 0.028474 5.134948 -0.1933 -0.4492 0.1098
O -2.275012 -2.598108 5.655808 -0.2581 1.0878 -0.1653
O -6.196879 0.852618 3.714056 0.4583 -1.1758 0.4983
H -3.704802 1.540606 4.192877 -0.0040 -0.0484 -0.0076
H -4.771332 -3.281731 5.191374 0.0097 0.0278 -0.0288
H -1.482163 -2.027006 5.715487 -0.1382 0.0387 0.0261
H -6.990219 0.284707 3.659728 0.1013 0.1203 -0.0343
C 1.893613 4.211611 -4.158159 -0.3960 0.0369 -0.0187
C 3.157618 4.553653 -4.418790 0.5002 -1.1207 0.3373
C 3.505887 5.910129 -4.929393 0.0676 0.5451 -0.2009
O 4.673684 6.195467 -5.139242 -0.1472 -0.2800 0.0971
C 2.411331 6.857973 -5.166119 0.3533 -0.0480 -0.0152
C 1.147838 6.514813 -4.908826 -0.5111 1.2006 -0.3866
C 0.802398 5.167550 -4.372243 -0.0315 -0.8858 0.3322
O -0.361558 4.896745 -4.132193 0.1455 0.4861 -0.2379
O 0.120557 7.383428 -5.126042 0.4702 -1.1012 0.3636
O 4.181881 3.675923 -4.227415 -0.4763 1.2268 -0.3747
H 1.627603 3.230754 -3.784934 0.0264 0.0116 0.0693
H 2.675497 7.832894 -5.553481 -0.0115 -0.0256 0.0180
H -0.687137 6.899866 -4.861956 0.1148 0.0527 -0.0177
H 4.990018 4.160125 -4.484986 -0.1081 -0.1301 0.0666
```
Positions in Å, forces in eV/Å.

Total charge: -1
HOMO level, eV: -6.8

Mulliken population analysis, charges in e, atoms 1 to 4: number 1, O, carries -0.44; number 2, C, carries 0.40; number 3, F, carries -0.21; number 4, N, carries -0.10

ORCA calculation (wB97M-V/def2-TZVPD) on a molecular structure, C20H11Cl5N4O4Sm at a distorted geometry.

The geometry in XYZ format:
```
45
Properties=species:S:1:pos:R:3:forces:R:3
Sm 0.068900 -0.300100 0.061900 -1.3434 0.2247 0.2850
O 6.179000 -0.038200 0.006700 0.1862 0.0513 -0.5564
C 5.794100 -0.139400 1.257200 -0.4316 -0.0151 0.2784
O 6.556700 -0.284800 2.173300 0.0228 0.0271 -0.0155
C 4.315500 -0.082400 1.552100 -0.2334 -0.0479 -0.0893
C 3.825500 -0.172000 2.847600 0.1849 0.0548 -0.4774
N 2.492200 -0.127200 2.787900 -0.0632 -0.0580 -0.1439
N 2.056100 -0.013900 1.524500 0.1468 -0.0138 -0.3608
C 3.157600 0.017500 0.752200 0.1597 0.0462 0.4498
C 2.976400 0.173500 -0.743500 1.8134 0.0696 0.4180
O 3.953000 0.214700 -1.471200 -0.4003 -0.0318 0.1464
O 1.754400 0.264200 -1.112400 -0.0365 0.1919 -0.6341
H 5.449600 0.070500 -0.657400 -0.0055 -0.0403 0.4532
H 4.375100 -0.259200 3.761300 0.0958 -0.0266 0.2773
H 1.837400 -0.174900 3.559800 0.0779 -0.0024 -0.2589
Cl -1.237500 1.350900 2.032900 -0.0785 0.6510 0.0619
C -1.543800 -0.239000 2.720500 0.2634 -1.3859 -0.2813
C -1.002700 -1.298700 1.982200 -0.6997 -0.1457 1.3333
C -1.263900 -2.562300 2.520100 0.0635 0.7258 -0.2066
Cl -0.575400 -3.890900 1.659700 0.1309 -0.5237 -0.1345
C -2.021300 -2.785600 3.669000 0.0406 0.0446 -0.0888
Cl -2.353100 -4.375300 4.219700 0.0683 0.0507 -0.0319
C -2.519900 -1.681400 4.369800 0.0783 0.1318 -0.1435
Cl -3.437100 -1.910900 5.798700 0.0651 0.0462 -0.0941
C -2.269000 -0.386100 3.897100 -0.0712 0.1026 0.0662
Cl -2.852000 0.979400 4.755700 -0.0057 0.0820 -0.0326
N -0.999600 1.342600 -1.661100 0.3860 0.2831 -0.2331
C -1.680800 0.661300 -2.743800 -0.2177 -0.1285 -0.4255
C -2.351200 1.357900 -3.722200 0.2118 -0.1808 0.4001
C -2.987200 0.697300 -4.785100 -0.0315 -0.3025 -0.0931
C -2.962200 -0.667000 -4.861300 0.0135 0.2834 0.0593
C -2.291000 -1.420100 -3.877900 0.2405 0.2156 0.3369
C -2.249600 -2.827100 -3.916300 0.2246 0.0152 0.3506
C -1.568300 -3.508100 -2.942700 -0.1161 -0.0003 -0.1567
C -0.937400 -2.783300 -1.924700 0.0602 0.1551 0.1103
N -0.969500 -1.461500 -1.836300 -0.0481 -0.3832 -0.1690
C -1.628800 -0.760600 -2.805800 -0.3418 0.2797 -0.3023
H -1.472000 2.239200 -1.501200 0.2469 -0.3988 0.1174
H -0.049600 1.576700 -1.996000 -0.4191 0.0402 0.1077
H -2.394600 2.438500 -3.682300 0.0716 0.0553 0.0501
H -3.479100 1.279500 -5.547900 -0.0974 0.0407 -0.0374
H -3.449500 -1.194000 -5.664700 -0.0838 -0.0264 -0.1640
H -2.761000 -3.339100 -4.716100 -0.0304 -0.1413 -0.0845
H -1.519300 -4.585000 -2.939400 0.0443 -0.0736 0.0111
H -0.388200 -3.311000 -1.145000 -0.1418 0.0579 -0.0977
```
Positions in Å, forces in eV/Å.

Relative energy (zero: lowest compared OMol25 entry of this formula, charge and spin), kcal/mol: 3.7
2S+1: 6
⟨S²⟩: 8.761
Total charge: +1
HOMO level (spin up / spin down), eV: -11.9 / -11.9

Mulliken population analysis, charges in e, atoms 1 to 4: number 1, Sm, carries 1.41; number 2, O, carries -0.52; number 3, C, carries 0.48; number 4, O, carries -0.56

ORCA calculation (wB97M-V/def2-TZVPD) on 2 unconnected molecules or ions with the total composition C20H11F4O5S at a distorted geometry.

The geometry in XYZ format:
```
41
Properties=species:S:1:pos:R:3:forces:R:3
F -3.271603 -2.037814 1.091753 0.3866 -0.0164 0.0083
C -3.158682 -0.739465 0.772485 -0.3820 1.1380 -0.7725
C -2.161437 0.075303 1.274040 -1.5424 -0.0603 2.1526
F -1.757354 -0.309304 2.545820 0.5403 0.3435 -1.1119
C -2.364680 1.573495 1.217007 1.3277 -0.1701 1.2060
O -1.661329 2.306109 1.882251 -0.9398 -0.1458 -0.5115
C -3.442502 2.044180 0.362384 -1.3982 0.5840 -1.3006
F -3.567819 3.382894 0.198270 0.1832 -0.7684 0.1403
C -4.279822 1.206937 -0.290746 0.5764 1.8394 -0.2208
F -5.167473 1.698901 -1.175865 0.4155 -0.4022 0.7305
C -4.172483 -0.243527 -0.161744 0.4998 -2.7637 -0.7406
O -4.860038 -1.014685 -0.849683 0.2689 1.3072 0.9715
C 2.962375 2.663341 -3.789275 -0.2290 -0.0676 0.3483
C 3.046613 1.292036 -3.526614 -0.0753 0.0957 0.0507
C 2.508152 0.764537 -2.349695 -0.0788 -0.0028 -0.2357
C 1.869132 1.596837 -1.429397 -0.2150 0.1255 -0.4135
S 1.333847 0.937736 0.184043 0.0593 -0.1602 0.4419
C -0.318925 0.252499 0.178008 0.2094 -0.2034 -1.5243
C -0.372564 -1.209235 -0.059163 1.0977 0.1478 -0.8834
O -0.907144 -1.687939 -1.057823 0.1065 0.0055 1.0223
C 0.275264 -2.062292 1.015483 -0.2271 -0.4033 0.2431
C 0.820577 -1.526501 2.197479 -0.0517 -0.4441 0.2822
C 1.341713 -2.361097 3.199097 -0.4886 0.0692 -1.1740
C 1.328128 -3.749495 3.003014 0.0387 0.6529 0.0476
C 0.800306 -4.287290 1.837334 -0.2159 0.5234 -0.4200
C 0.274298 -3.446844 0.846505 0.1466 -0.0118 0.3927
O 2.297441 -0.130565 0.375055 0.0055 0.3385 0.1597
O 1.328470 2.094075 1.048353 0.2402 0.0108 -0.0371
C 1.793610 2.964224 -1.688503 -0.1645 0.1650 -0.2282
C 2.332528 3.503965 -2.863614 0.0290 -0.3533 -0.0550
H 3.365899 3.071993 -4.714463 -0.0423 -0.0839 0.2049
H 3.527966 0.620225 -4.246940 -0.1904 0.2947 0.3248
H 2.581497 -0.301036 -2.165830 -0.0218 0.0973 0.1396
H -0.796215 0.808854 -0.644776 -0.0218 -0.3499 0.1444
H 0.835445 -0.452329 2.357385 -0.1529 -0.2851 0.0543
H 1.736297 -1.898997 4.094534 0.0541 -0.1839 0.0396
H 1.744524 -4.381968 3.770225 0.0046 -0.2374 0.0974
H 0.769613 -5.352874 1.671952 0.0854 -0.1677 0.1016
H -0.155861 -3.859766 -0.061283 0.0334 0.0772 0.1077
H 1.294658 3.617754 -0.982145 0.0859 -0.1049 0.0784
H 2.247577 4.577127 -3.064917 0.0426 -0.4294 0.1388
```
Positions in Å, forces in eV/Å.

Relative energy (zero: lowest compared OMol25 entry of this formula, charge and spin), kcal/mol: 14.5
Total charge: -1
HOMO level, eV: -4.8

Mulliken population analysis, charges in e, atoms 1 to 4: number 1, F, carries -0.41; number 2, C, carries -0.09; number 3, C, carries 1.55; number 4, F, carries -0.40

ORCA calculation (wB97M-V/def2-TZVPD) on a molecular structure, C20H11N4O9Pb at a distorted geometry.

The geometry in XYZ format:
```
45
Properties=species:S:1:pos:R:3:forces:R:3
Pb 0.037725 -0.089690 1.232919 0.3765 0.4234 -0.3303
O -1.065906 -2.393092 4.555962 -0.1174 -0.2903 0.0500
C -0.841114 -1.972198 3.455996 0.2509 0.5701 0.1414
O -0.144906 -0.881836 3.199658 -0.1884 -0.3686 0.1616
C -1.385412 -2.688146 2.232449 -0.0194 -0.1243 -0.2469
C -2.128757 -3.847193 2.364509 0.0871 0.0956 0.2040
C -2.595965 -4.473692 1.224136 -0.0262 -0.0291 -0.1327
C -2.307649 -3.927208 -0.019572 0.0292 0.0213 0.0542
C -1.563609 -2.764201 -0.076573 -0.0430 -0.0819 -0.0590
N -1.116709 -2.162545 1.028604 -0.0118 -0.0637 0.1529
H -2.313082 -4.220923 3.362147 -0.0149 -0.0146 -0.0244
H -3.178173 -5.381997 1.297890 -0.0062 -0.0096 0.0106
H -2.650611 -4.393047 -0.931636 0.0000 0.0020 -0.0130
H -1.310222 -2.294243 -1.016554 -0.0118 0.0134 -0.0249
O -0.946450 1.091263 -3.557870 0.6399 -0.2591 -0.6302
C -1.311665 0.886868 -2.350469 -0.9660 1.1411 0.7849
O -0.956176 0.102476 -1.515080 0.1842 -0.6273 -0.3076
C -2.323674 2.034857 -2.093799 0.0670 -0.1924 0.4196
C -2.994206 2.668144 -3.103734 0.0261 -0.1661 0.1719
C -3.902248 3.680973 -2.782138 -0.0734 0.1373 -0.2832
C -4.155157 4.134850 -1.492240 0.1440 -0.1061 0.1159
C -3.489332 3.535100 -0.468154 0.0090 0.1877 0.0740
C -2.550109 2.416689 -0.658864 -0.1836 0.0786 -0.4212
O -2.053684 1.812096 0.273010 0.1794 -0.1603 -0.0455
N -3.746238 4.069225 0.897088 -0.0364 -0.4656 0.0913
O -3.067535 3.647183 1.802273 0.0343 0.2552 -0.0299
O -4.652022 4.862626 0.987418 -0.1015 0.2165 0.0201
N -4.636186 4.328020 -3.900430 -0.0251 -0.1226 0.0306
O -4.398942 3.913929 -5.012283 0.0397 0.0009 -0.0479
O -5.416019 5.200802 -3.605716 -0.0035 0.0632 0.0388
H -2.868304 2.412922 -4.144696 0.0113 -0.0604 -0.0229
H -4.854619 4.939870 -1.317967 0.0053 -0.0054 0.0321
N 2.606040 -0.863264 0.894796 -0.2298 -0.0470 0.0239
C 3.751742 -0.935972 0.848935 0.1112 -0.0088 0.0662
C 5.185253 -1.027589 0.809003 -0.2995 -0.0005 -0.0528
C 5.890480 -1.170220 2.001122 0.1242 -0.0095 0.0242
C 7.271103 -1.257532 1.952391 -0.0517 0.0072 -0.0169
C 7.927215 -1.203821 0.729749 0.0268 -0.0030 -0.0025
C 7.214995 -1.065113 -0.454398 -0.0747 0.0062 0.0214
C 5.833951 -0.975823 -0.422825 0.1464 -0.0079 -0.0036
H 5.365663 -1.212555 2.944878 -0.0256 0.0035 0.0102
H 7.834585 -1.367887 2.867539 0.0127 -0.0020 0.0192
H 9.006066 -1.271724 0.698866 0.0131 -0.0034 0.0019
H 7.734771 -1.026986 -1.400790 0.0141 0.0012 -0.0182
H 5.265110 -0.869414 -1.335557 -0.0223 0.0051 -0.0074
```
Positions in Å, forces in eV/Å.

Relative energy (zero: lowest compared OMol25 entry of this formula, charge and spin), kcal/mol: 4.7
Total charge: +1
HOMO level (spin up / spin down), eV: -12.5 / -12.5

Mulliken population analysis, charges in e, atoms 1 to 4: number 1, Pb, carries 1.32; number 2, O, carries -0.58; number 3, C, carries 0.58; number 4, O, carries -0.68

| no. | molecular weight (g/mol) |
| --- | --- |
| 1 | 558.64 |
| 2 | 922.97 |
| 3 | 698.96 |
| 4 | 439.36 |
| 5 | 658.53 |